# 1
An isolated molecule of C3H4N2O3, computed with ωB97M-V/def2-TZVPD.

Cartesian coordinates (Å):
N (0.401, 2.078, -0.005)
C (0.392, 0.925, -0.615)
O (1.004, 0.668, -1.627)
N (-0.011, -0.225, 0.288)
C (-0.956, -1.100, -0.311)
O (-1.539, -0.550, -1.292)
C (0.604, -0.567, 1.401)
O (0.043, -1.528, 2.063)
H (0.548, 2.916, -0.592)
H (-0.158, 2.187, 0.761)
H (-0.994, -2.133, 0.040)
H (1.569, -0.210, 1.795)

Forces on atoms 1 to 3 (eV/Å):
N 0.57 2.68 -1.51
C 2.95 -3.51 -0.99
O -1.22 0.32 0.30

Its energy is -12297.694 eV. The value obtained for the HOMO-LUMO gap is 10.46 eV. The SMILES is NC(=O)N(C=O)C=O. The energy relative to the best compared isomer or geometry (same formula, charge and spin) is 125.60 kJ/mol. For the highest occupied orbital energy, the calculation gives -10.36 eV.

---

# 2
An isolated molecule of C3H4N2O3, computed with ωB97M-V/def2-TZVPD.

Cartesian coordinates (Å):
N (-1.878, -1.495, 0.140)
C (-0.758, -0.702, -0.104)
N (0.681, -1.153, -0.007)
C (1.524, -0.095, -0.034)
O (2.708, 0.053, -0.015)
O (0.680, 1.024, 0.163)
C (-0.726, 0.723, -0.174)
O (-1.695, 1.549, -0.072)
H (-2.466, -1.563, -0.769)
H (-2.664, -0.961, 0.768)
H (1.058, -2.018, 0.007)
H (-1.327, 2.513, 0.327)

Forces on atoms 1 to 3 (eV/Å):
N -4.05 0.96 -0.90
C 1.44 3.68 0.04
N -3.10 3.78 -0.48

Its energy is -12296.310 eV. The value obtained for the HOMO-LUMO gap is 8.11 eV. The SMILES is Nc1[nH]c(=O)oc1O. The energy relative to the best compared isomer or geometry (same formula, charge and spin) is 259.06 kJ/mol. For the highest occupied orbital energy, the calculation gives -7.99 eV.

---

# 3
A cluster of 2 separate species, C3H4N2O4 in total, computed with ωB97M-V/def2-TZVPD.

Cartesian coordinates (Å):
N (0.934, -1.527, 0.877)
C (0.539, -0.815, -0.189)
O (0.070, -1.254, -1.208)
C (0.860, 0.742, -0.069)
O (0.709, 1.529, -0.960)
O (1.407, 1.057, 1.113)
H (0.876, -2.532, 0.834)
H (1.233, -1.064, 1.718)
H (1.606, 2.008, 1.149)
N (-2.428, 0.581, -1.432)
C (-2.000, 0.472, -0.325)
O (-1.817, 0.307, 0.815)
H (-1.987, 0.497, -2.323)

Forces on atoms 1 to 3 (eV/Å):
N 0.08 -0.13 0.16
C 0.61 0.92 -0.06
O -0.05 0.04 -0.04

Its energy is -14346.695 eV. The value obtained for the HOMO-LUMO gap is 10.97 eV. The SMILES is NC(=O)C(=O)O.N=C=O. The energy relative to the best compared isomer or geometry (same formula, charge and spin) is 0.00 kJ/mol. For the highest occupied orbital energy, the calculation gives -10.47 eV.

---

# 4
A structure of composition C3H4N2OS, computed with ωB97M-V/def2-TZVPD.

Cartesian coordinates (Å):
C (-1.083, 0.497, 0.642)
C (0.312, 0.178, 0.163)
C (2.061, -0.879, -0.183)
H (-3.385, 0.516, -0.983)
H (-1.377, 0.090, 1.699)
H (-1.443, 1.520, 0.701)
H (2.746, -1.656, -0.341)
N (1.136, 1.011, -0.509)
N (2.212, 0.298, -0.834)
O (0.786, -1.065, 0.327)
S (-1.965, -0.511, -0.682)

Forces on atoms 1 to 3 (eV/Å):
C -0.89 -2.03 1.02
C 0.01 3.23 -0.27
C -0.45 2.24 -2.97

Its energy is -19035.378 eV. The value obtained for the HOMO-LUMO gap is 8.96 eV. The energy relative to the best compared isomer or geometry (same formula, charge and spin) is 354.15 kJ/mol. For the highest occupied orbital energy, the calculation gives -9.31 eV.